--- i ---
{"formula": "C29H29F3N3O4S2V", "method": "ωB97M-V/def2-TZVPD", "lumo_ev": [1.83, 2.13], "orbital_gap_ev": [6.72, 7.02], "total_charge": -1, "multiplicity": 2, "homo_ev": [-4.89, -4.89], "elements": ["V", "N", "C", "S", "N", "N", "C", "C", "C", "C", "C", "C", "C", "O", "H", "H", "H", "H", "H", "H", "H", "C", "C", "C", "C", "C", "C", "C", "C", "C", "C", "H", "H", "H", "H", "H", "H", "H", "H", "H", "H", "H", "H", "H", "H", "H", "C", "C", "C", "C", "C", "C", "C", "C", "C", "C", "H", "H", "H", "H", "H", "H", "H", "F", "C", "F", "F", "S", "O", "O", "O"], "positions_angstrom": [[-0.26330, 0.74511, -0.29896], [-2.91677, 1.47807, 3.29095], [-1.96794, 1.18111, 2.31460], [-1.83281, 2.24135, 0.89177], [-0.68607, 0.57733, 2.75785], [0.26970, 0.89588, 1.77229], [1.31056, 1.43788, 2.26381], [2.34701, 2.06383, 1.46612], [3.52970, 2.44807, 2.10531], [4.52908, 3.11882, 1.43213], [4.33390, 3.44331, 0.09103], [3.16949, 3.08718, -0.55632], [2.15996, 2.37602, 0.10569], [1.08027, 2.03108, -0.58284], [-3.33971, 2.37844, 3.12101], [-3.64143, 0.74593, 3.32519], [1.39888, 1.47649, 3.34812], [3.64879, 2.20543, 3.15531], [5.44251, 3.39727, 1.93997], [5.10275, 3.97961, -0.45198], [3.00913, 3.33062, -1.59926], [-0.55153, 0.66703, -2.57036], [-0.44214, -0.67481, -2.12994], [-1.59286, -0.97223, -1.31609], [-2.39401, 0.16715, -1.26827], [-1.71909, 1.21166, -1.99655], [-2.25832, 2.57776, -2.28049], [-3.77131, 0.22362, -0.69730], [-1.96776, -2.32700, -0.80625], [0.44677, -1.73136, -2.70332], [0.37049, 1.39969, -3.49460], [-2.83230, 2.56989, -3.21211], [-1.45366, 3.30637, -2.38937], [-2.91915, 2.91493, -1.48368], [-3.88904, -0.43791, 0.16292], [-4.47577, -0.11917, -1.46332], [-4.04885, 1.23305, -0.40510], [-2.57182, -2.84149, -1.56054], [-2.56462, -2.26824, 0.10470], [-1.08724, -2.93895, -0.61727], [-0.08940, -2.22613, -3.51921], [0.70327, -2.48831, -1.96400], [1.37408, -1.32646, -3.10279], [-0.14795, 1.66331, -4.42005], [1.23403, 0.79024, -3.75955], [0.73626, 2.32016, -3.03629], [5.07464, -1.33884, -1.35127], [4.24748, -0.30861, -1.84965], [2.97175, -0.16411, -1.38778], [2.42064, -1.02644, -0.39945], [1.07893, -0.89453, 0.09210], [0.63893, -1.84773, 0.98023], [1.45423, -2.90860, 1.42728], [2.74227, -3.02014, 0.99387], [3.25216, -2.08283, 0.06718], [4.58069, -2.20225, -0.42004], [6.08987, -1.44410, -1.71394], [4.62900, 0.37385, -2.59998], [2.34916, 0.62427, -1.78238], [-0.36652, -1.79416, 1.37738], [1.04592, -3.62573, 2.12962], [3.38462, -3.82242, 1.33929], [5.19585, -3.00885, -0.03600], [-7.14079, -2.30120, 2.45536], [-6.18367, -2.80936, 3.24276], [-6.61288, -2.70595, 4.51805], [-6.10509, -4.13233, 2.97083], [-4.50628, -1.97244, 3.00012], [-4.36409, -2.15760, 1.53279], [-4.90763, -0.58282, 3.37328], [-1.74095, -0.17873, 2.07733]]}

--- ii ---
{"formula": "C29H29F3N3O4S2V", "method": "ωB97M-V/def2-TZVPD", "lumo_ev": [1.87, 1.67], "orbital_gap_ev": [5.34, 5.01], "total_charge": -1, "multiplicity": 2, "homo_ev": [-3.48, -3.34], "elements": ["V", "N", "C", "S", "N", "N", "C", "C", "C", "C", "C", "C", "C", "O", "H", "H", "H", "H", "H", "H", "H", "C", "C", "C", "C", "C", "C", "C", "C", "C", "C", "H", "H", "H", "H", "H", "H", "H", "H", "H", "H", "H", "H", "H", "H", "H", "C", "C", "C", "C", "C", "C", "C", "C", "C", "C", "H", "H", "H", "H", "H", "H", "H", "F", "C", "F", "F", "S", "O", "O", "O"], "positions_angstrom": [[-0.84266, 0.15380, -0.53004], [-5.14957, -0.76172, -1.06852], [-3.80941, -0.48318, -1.13546], [-3.32151, 1.15146, -1.23520], [-3.02160, -1.52999, -1.24058], [-1.72952, -1.23109, -1.52994], [-1.17736, -1.91932, -2.47897], [-0.01425, -1.46220, -3.19123], [0.56755, -2.21040, -4.21802], [1.57573, -1.68233, -4.99686], [1.98881, -0.36765, -4.79615], [1.41277, 0.40293, -3.80543], [0.44467, -0.14321, -2.97112], [-0.04833, 0.48672, -1.91325], [-5.70824, -0.03450, -0.65677], [-5.37568, -1.69817, -0.77207], [-1.73108, -2.76825, -2.86890], [0.21941, -3.22317, -4.38427], [2.03829, -2.28473, -5.76747], [2.77516, 0.05639, -5.40678], [1.72552, 1.42643, -3.63609], [-0.49220, 2.22368, 2.63478], [0.68810, 1.69955, 2.09620], [0.76292, 2.09175, 0.71865], [-0.43876, 2.76601, 0.40490], [-1.22044, 2.83625, 1.59284], [-2.53664, 3.53060, 1.75932], [-0.65507, 3.59797, -0.83331], [2.08215, 2.38933, 0.05937], [1.71460, 0.87778, 2.81566], [-0.85503, 2.24924, 4.09482], [-3.29546, 2.82725, 2.10823], [-2.88407, 3.97672, 0.82811], [-2.45600, 4.32214, 2.51281], [0.07262, 4.41750, -0.87736], [-1.65422, 4.03198, -0.84707], [-0.54392, 3.00577, -1.74530], [2.45794, 3.34944, 0.43785], [1.98643, 2.48253, -1.02671], [2.83618, 1.63746, 0.28396], [2.37593, 1.49606, 3.43543], [2.33268, 0.32705, 2.10477], [1.22057, 0.15403, 3.46775], [-0.53794, 3.19372, 4.55183], [-0.36875, 1.43121, 4.62506], [-1.92890, 2.15480, 4.23963], [4.79354, -1.58299, -0.68422], [4.05609, -0.47901, -1.14719], [2.72241, -0.37170, -0.86762], [2.00620, -1.37429, -0.16871], [0.58376, -1.32262, 0.04483], [0.03880, -2.39522, 0.71458], [0.79670, -3.45419, 1.24899], [2.14463, -3.49416, 1.06554], [2.77582, -2.47574, 0.32017], [4.16424, -2.54332, 0.05319], [5.85235, -1.65713, -0.90174], [4.55377, 0.29813, -1.71634], [2.18960, 0.50745, -1.16969], [-1.02820, -2.46189, 0.83381], [0.29571, -4.23815, 1.80534], [2.74609, -4.29919, 1.47351], [4.72491, -3.38637, 0.44349], [-2.92115, -3.06604, 1.45473], [-3.35423, -1.99646, 2.12578], [-4.53633, -1.64382, 1.60056], [-3.58177, -2.39508, 3.38996], [-2.25454, -0.47026, 2.31005], [-3.27007, 0.43138, 2.75047], [-1.25499, -0.91745, 3.22391], [-1.72477, -0.15950, 0.95753]]}

The most stable of them is i.

--- i ---
{"formula": "C20H26N2O4S", "method": "ωB97M-V/def2-TZVPD", "lumo_ev": 0.03, "orbital_gap_ev": 8.16, "total_charge": 0, "multiplicity": 1, "homo_ev": -8.13, "elements": ["C", "S", "C", "C", "C", "C", "C", "C", "C", "C", "C", "O", "O", "C", "C", "C", "C", "H", "H", "H", "H", "H", "H", "H", "H", "H", "H", "H", "H", "H", "H", "C", "N", "C", "O", "C", "C", "N", "C", "C", "O", "H", "H", "H", "H", "H", "H", "H", "H", "H", "H", "H", "H"], "positions_angstrom": [[0.83258, 0.01571, 5.17625], [0.24134, 1.67597, 4.65400], [-0.67737, 1.40282, 3.16490], [-1.23696, 2.51919, 2.53441], [-1.96669, 2.38380, 1.34985], [-2.13839, 1.12226, 0.76943], [-2.83738, 0.97724, -0.43529], [-2.98549, -0.27850, -1.04402], [-3.70525, -0.35846, -2.38061], [-4.41841, -1.70203, -2.61867], [-2.71465, -0.04564, -3.50923], [-2.77128, 1.05644, -4.02857], [-1.81816, -0.98989, -3.87790], [-2.42044, -1.40021, -0.41262], [-1.74517, -1.26977, 0.80432], [-1.58631, -0.01149, 1.39734], [-0.86566, 0.13492, 2.59087], [1.47237, -0.42466, 4.40618], [-0.01596, -0.64915, 5.36250], [1.41177, 0.10114, 6.10051], [-1.09992, 3.50412, 2.97131], [-2.39034, 3.26590, 0.87858], [-3.25227, 1.85733, -0.91884], [-4.47929, 0.41506, -2.39448], [-5.09435, -1.92679, -1.78733], [-3.70235, -2.52288, -2.72297], [-5.00941, -1.65129, -3.53887], [-1.29013, -0.57441, -4.57629], [-2.48599, -2.38619, -0.86070], [-1.31698, -2.15323, 1.26911], [-0.45488, -0.75289, 3.05606], [4.68017, -2.34487, -1.59084], [3.70761, -1.33780, -1.17198], [2.45621, -1.60495, -0.78355], [2.03766, -2.75847, -0.70408], [1.50907, -0.44414, -0.39914], [0.80559, 0.16765, -1.61821], [2.04273, 0.63861, 0.44399], [3.05543, 1.46472, 0.18315], [3.34117, 2.51409, 1.23041], [3.73802, 1.41850, -0.83124], [5.62442, -1.86663, -1.85446], [4.84741, -3.05740, -0.78110], [4.29625, -2.88517, -2.45828], [3.97449, -0.35905, -1.21857], [0.73375, -0.92297, 0.19139], [1.53845, 0.61787, -2.28868], [0.09363, 0.92961, -1.30012], [0.26820, -0.61494, -2.15325], [1.53728, 0.81544, 1.29721], [4.20944, 3.09429, 0.91990], [2.47804, 3.17082, 1.32485], [3.54637, 2.03036, 2.18338]]}

--- ii ---
{"formula": "C20H26N2O4S", "method": "ωB97M-V/def2-TZVPD", "lumo_ev": 0.60, "orbital_gap_ev": 9.15, "total_charge": 0, "multiplicity": 1, "homo_ev": -8.56, "elements": ["C", "O", "C", "C", "C", "N", "C", "O", "C", "C", "C", "C", "C", "C", "S", "O", "O", "N", "C", "C", "C", "C", "C", "C", "C", "C", "C", "H", "H", "H", "H", "H", "H", "H", "H", "H", "H", "H", "H", "H", "H", "H", "H", "H", "H", "H", "H", "H", "H", "H", "H", "H", "H"], "positions_angstrom": [[0.68322, 2.04662, 0.18202], [1.79219, 2.87793, 0.44012], [2.29786, 2.78523, 1.75690], [3.12128, 1.52299, 2.03599], [4.38054, 1.45168, 1.17031], [4.04711, 1.23540, -0.21895], [4.50106, 0.17919, -0.91688], [5.30509, -0.61554, -0.46899], [3.92167, 0.03618, -2.31871], [3.28618, -1.35790, -2.46073], [2.10426, -1.47286, -1.54328], [0.82342, -1.17510, -1.99577], [-0.25666, -1.18330, -1.12780], [-0.04621, -1.48524, 0.20262], [-1.34228, -1.34095, 1.42387], [-1.26600, -2.45454, 2.32190], [-1.27522, -0.01523, 1.96971], [-2.75607, -1.56115, 0.55393], [-3.58348, -0.55815, 0.04981], [-3.07122, 0.69278, -0.27486], [-3.90098, 1.66112, -0.81044], [-5.24588, 1.41171, -1.04832], [-6.14424, 2.46970, -1.61401], [-5.74642, 0.15637, -0.72394], [-4.93258, -0.81706, -0.17902], [1.21387, -1.81343, 0.66840], [2.28620, -1.81554, -0.20570], [0.97716, 0.99697, 0.08150], [-0.06432, 2.11964, 0.97785], [0.25448, 2.39056, -0.75886], [1.46782, 2.84260, 2.47439], [2.93008, 3.67031, 1.87625], [2.50770, 0.63657, 1.86472], [3.41179, 1.53671, 3.08680], [5.01472, 0.61579, 1.47583], [4.95014, 2.38288, 1.27129], [3.35351, 1.86535, -0.59644], [3.18460, 0.81444, -2.51928], [4.73998, 0.12716, -3.03521], [4.04077, -2.09922, -2.19453], [2.98044, -1.51498, -3.49607], [0.66912, -0.92659, -3.03568], [-1.24866, -0.94949, -1.47959], [-3.21822, -2.41571, 0.82061], [-2.03430, 0.91087, -0.08062], [-3.48884, 2.63080, -1.04953], [-6.70542, 2.95108, -0.81262], [-5.56783, 3.23378, -2.12942], [-6.86032, 2.03773, -2.30986], [-6.79054, -0.06192, -0.89596], [-5.33826, -1.78720, 0.07033], [1.33128, -2.06277, 1.71129], [3.27439, -2.06508, 0.14923]]}

The most stable of them is i.

--- i ---
{"formula": "C6H9N", "method": "ωB97M-V/def2-TZVPD", "lumo_ev": [-3.38, -7.09], "orbital_gap_ev": [10.91, 7.56], "total_charge": 1, "multiplicity": 2, "homo_ev": [-14.29, -14.65], "elements": ["C", "C", "C", "N", "C", "C", "C", "H", "H", "H", "H", "H", "H", "H", "H", "H"], "positions_angstrom": [[-2.44616, 0.89286, 0.41707], [-1.03357, 0.56953, 0.03607], [0.15265, 1.38208, 0.03348], [1.22109, 0.55335, -0.09547], [0.80152, -0.75922, -0.19892], [-0.59805, -0.73354, -0.13114], [1.85496, -1.78946, -0.10200], [-2.57491, 1.94361, 0.66019], [-2.76137, 0.19192, 1.17467], [-3.04221, 0.75766, -0.49283], [0.14173, 2.45609, -0.06500], [2.22100, 0.68102, -0.01339], [-1.30063, -1.55383, -0.13322], [1.54845, -2.72531, 0.35251], [2.68526, -1.41805, 0.50075], [2.25083, -1.96855, -1.10568]]}

--- ii ---
{"formula": "C6H9N", "method": "ωB97M-V/def2-TZVPD", "lumo_ev": [-3.65, -7.31], "orbital_gap_ev": [10.78, 7.29], "total_charge": 1, "multiplicity": 2, "homo_ev": [-14.43, -14.60], "elements": ["C", "C", "C", "N", "C", "C", "C", "H", "H", "H", "H", "H", "H", "H", "H", "H"], "positions_angstrom": [[-0.95608, -1.41252, -1.98059], [-0.46636, -0.48211, -0.93049], [-0.36033, 0.91613, -0.99982], [0.35242, 1.39908, 0.04429], [0.66972, 0.34302, 0.89323], [0.10849, -0.81201, 0.30039], [0.89742, 0.64784, 2.31831], [-1.88259, -1.90578, -1.66917], [-0.31091, -2.25704, -2.24128], [-1.09391, -0.90220, -2.93261], [-0.68910, 1.46592, -1.87210], [0.77701, 2.29317, -0.09628], [-0.06595, -1.64636, 0.96888], [1.85746, 0.23613, 2.65675], [0.13293, 0.39282, 3.05470], [1.02978, 1.72392, 2.48578]]}

The most stable of them is i.

--- i ---
{"formula": "CH4O3S", "method": "ωB97M-V/def2-TZVPD", "lumo_ev": 0.46, "orbital_gap_ev": 10.25, "total_charge": 0, "multiplicity": 1, "homo_ev": -9.79, "elements": ["C", "O", "O", "O", "S", "H", "H", "H", "H"], "positions_angstrom": [[-0.74077, 0.37819, -0.62807], [-1.99980, -0.01780, -0.37217], [-0.23959, 1.44469, -0.23978], [0.23724, -1.15525, 0.88798], [1.59933, -0.56393, 1.06981], [-0.19043, -0.29062, -1.24407], [-2.33938, 0.65989, 0.30591], [2.09394, -1.21292, -0.14887], [1.57946, 0.75774, 0.36925]]}

--- ii ---
{"formula": "CH4O3S", "method": "ωB97M-V/def2-TZVPD", "lumo_ev": 0.38, "orbital_gap_ev": 10.20, "total_charge": 0, "multiplicity": 1, "homo_ev": -9.82, "elements": ["O", "C", "O", "O", "H", "H", "S", "H", "H"], "positions_angstrom": [[-0.12819, 1.53120, -0.74490], [0.46483, 1.20061, 0.23216], [-0.13285, 0.61606, 1.28107], [1.76842, 1.32601, 0.53361], [-1.16199, 0.70943, 1.23297], [1.98841, 0.71086, 1.16155], [-0.89520, -2.18360, -0.60839], [0.06590, -1.71698, -1.48078], [-1.96935, -2.19359, -1.60729]]}

The most stable of them is ii.